(1)
Entry from the Open Molecules 2025 dataset: C25H55FN4O10Si2 as an isolated structure in a non-equilibrium geometry (ωB97M-V/def2-TZVPD).

Positions of all 97 atoms, in Å:
C 3.72 -0.23 -0.18
C 2.53 -0.49 -0.91
C 2.11 -1.97 -1.37
Si 1.31 -1.87 -3.13
C 2.79 -2.07 -4.37
C 4.17 -1.49 -3.75
C 5.38 -1.62 -4.79
F 6.56 -1.07 -4.14
O 0.63 -0.28 -3.24
Si -0.75 -0.20 -4.28
C -0.63 1.52 -5.17
C 0.80 1.76 -5.86
C 1.93 2.28 -4.87
C 1.92 3.89 -4.67
N 1.09 4.15 -3.45
C 1.86 4.10 -2.23
N 2.87 3.31 -1.99
N 1.41 5.03 -1.16
C -2.28 -0.03 -3.10
N -2.69 -1.36 -2.52
C -3.74 -1.02 -1.48
H 4.10 0.85 -0.15
H 4.21 -1.07 0.39
H 1.90 0.43 -1.13
H 1.28 -2.28 -0.64
H 2.98 -2.70 -1.35
H 0.31 -2.95 -3.33
H 2.99 -3.18 -4.58
H 2.63 -1.50 -5.34
H 4.08 -0.38 -3.48
H 4.49 -2.02 -2.81
H 5.22 -1.00 -5.73
H 5.63 -2.70 -5.05
H -0.88 -1.31 -5.22
H -1.50 1.67 -5.90
H -0.78 2.31 -4.36
H 0.70 2.52 -6.71
H 1.13 0.74 -6.28
H 1.87 1.85 -3.82
H 2.93 1.91 -5.29
H 1.54 4.39 -5.61
H 3.01 4.15 -4.43
H 0.70 5.10 -3.52
H 3.26 3.45 -1.06
H 1.82 4.78 -0.25
H 1.83 5.94 -1.45
H -2.02 0.64 -2.21
H -3.13 0.43 -3.70
H -3.21 -1.88 -3.23
H -3.31 -1.03 -0.43
H -4.18 0.02 -1.67
H -4.62 -1.75 -1.57
C -3.05 5.32 3.78
C -4.16 5.47 2.76
O -3.74 6.28 1.66
C -2.99 5.66 0.74
O -2.66 4.50 0.76
O -2.65 6.55 -0.20
C -1.78 6.02 -1.20
H -2.67 6.30 4.09
H -3.40 4.78 4.66
H -2.20 4.77 3.36
H -5.01 5.98 3.22
H -4.52 4.50 2.41
H -2.20 5.11 -1.64
H -0.79 5.83 -0.78
H -1.68 6.77 -1.99
C -1.10 1.62 1.61
C -2.45 1.03 1.98
O -2.31 -0.32 2.44
C -1.91 -0.47 3.71
O -1.68 0.43 4.48
O -1.80 -1.78 3.96
C -1.31 -2.07 5.27
H -0.58 0.97 0.90
H -1.22 2.61 1.18
H -0.45 1.70 2.49
H -3.08 1.00 1.10
H -2.96 1.64 2.73
H -1.90 -1.56 6.04
H -0.26 -1.80 5.34
H -1.40 -3.15 5.43
C 1.15 -9.20 7.59
C 1.13 -7.72 7.92
O 1.07 -6.94 6.72
C -0.15 -6.83 6.17
O -1.17 -7.31 6.59
O -0.03 -6.10 5.05
C -1.25 -5.96 4.32
H 1.95 -9.43 6.89
H 1.30 -9.80 8.50
H 0.22 -9.52 7.13
H 2.06 -7.45 8.42
H 0.31 -7.47 8.59
H -2.05 -5.59 4.95
H -1.52 -6.92 3.87
H -1.08 -5.24 3.52

Output
- Calculated total energy: -71725.066 eV
- Highest occupied orbital energy: -8.6 eV
- Total charge: 0
- F_max: 3.23 eV/Å



(2)
Entry from the Open Molecules 2025 dataset: a 6-piece molecular cluster, C25H55N3O5P overall in a non-equilibrium geometry (ωB97M-V/def2-TZVPD).

Positions of all 89 atoms, in Å:
C 2.17 -4.90 4.54
C 1.67 -3.65 3.82
P 2.62 -3.38 2.28
C 4.34 -2.97 2.77
N 1.86 -1.92 1.63
C 2.27 -0.63 2.26
C 1.93 -1.93 0.29
N 3.09 -1.67 -0.43
N 0.81 -2.24 -0.38
H 3.21 -4.80 4.83
H 1.99 -5.79 3.95
H 1.59 -5.01 5.45
H 1.73 -2.78 4.48
H 0.64 -3.80 3.54
H 4.75 -2.30 2.02
H 4.88 -3.90 2.77
H 4.39 -2.48 3.74
H 3.33 -0.39 2.17
H 2.03 -0.70 3.31
H 1.67 0.17 1.85
H 3.00 -0.85 -1.02
H 3.27 -2.46 -1.04
H 0.40 -1.65 -1.09
H 0.34 -3.09 -0.08
C -3.80 -2.04 -1.40
C -4.08 -2.92 -2.60
C -2.97 -3.96 -2.50
O -2.68 -4.11 -1.10
C -3.33 -3.05 -0.37
H -4.67 -1.47 -1.06
H -3.00 -1.33 -1.63
H -5.05 -3.41 -2.49
H -4.07 -2.39 -3.55
H -2.06 -3.62 -3.00
H -3.25 -4.93 -2.91
H -4.17 -3.48 0.18
H -2.63 -2.63 0.36
C 5.97 1.14 0.51
C 4.94 2.10 -0.08
C 4.46 2.83 1.16
O 5.57 2.88 2.06
C 6.60 2.00 1.60
H 6.70 0.78 -0.22
H 5.47 0.28 0.96
H 5.42 2.78 -0.77
H 4.13 1.59 -0.61
H 3.64 2.28 1.64
H 4.12 3.85 0.97
H 7.42 2.60 1.20
H 6.98 1.41 2.43
C -8.52 -0.85 -2.25
C -9.19 -1.04 -0.90
C -8.01 -1.43 -0.02
O -6.86 -0.77 -0.56
C -7.19 -0.24 -1.85
H -9.09 -0.21 -2.93
H -8.37 -1.81 -2.73
H -9.61 -0.09 -0.55
H -9.98 -1.79 -0.90
H -7.83 -2.51 -0.05
H -8.14 -1.13 1.02
H -7.26 0.85 -1.76
H -6.39 -0.47 -2.56
C 10.21 3.67 -1.20
C 10.74 2.42 -1.91
C 9.66 1.40 -1.58
O 8.43 2.12 -1.46
C 8.71 3.53 -1.42
H 10.61 4.60 -1.60
H 10.44 3.62 -0.14
H 10.78 2.59 -2.98
H 11.73 2.11 -1.57
H 9.86 0.90 -0.62
H 9.56 0.63 -2.35
H 8.40 3.97 -2.37
H 8.12 3.99 -0.62
C -8.58 4.91 -0.40
C -7.13 4.52 -0.13
C -7.27 3.04 0.22
O -8.39 2.55 -0.53
C -9.12 3.66 -1.08
H -8.68 5.80 -1.01
H -9.10 5.08 0.54
H -6.54 4.63 -1.04
H -6.66 5.09 0.66
H -7.48 2.90 1.28
H -6.39 2.45 -0.05
H -8.94 3.69 -2.16
H -10.19 3.51 -0.91

Output
- Calculated total energy: -50804.094 eV
- Highest occupied orbital energy: -10.8 eV
- Total charge: +1
- F_max: 1.68 eV/Å



(3)
Entry from the Open Molecules 2025 dataset: a 13-piece molecular cluster, C25H55N6O27 overall in a non-equilibrium geometry (ωB97M-V/def2-TZVPD).

Positions of all 113 atoms, in Å:
C 0.32 -4.42 -0.24
C 0.87 -4.31 -1.66
O 1.11 -5.24 -2.43
N 1.05 -2.91 -2.23
H 0.83 -3.01 -3.21
H 0.24 -2.31 -2.19
C 2.42 -2.13 -2.00
H -0.76 -4.56 -0.28
H 0.63 -3.58 0.37
H 0.60 -5.39 0.17
H 2.43 -1.25 -2.66
H 3.30 -2.68 -2.35
H 2.64 -1.97 -0.95
C 4.51 -0.82 3.26
C 3.39 -0.94 4.22
O 2.53 -1.82 4.16
N 3.09 0.25 5.14
H 3.52 1.13 4.91
H 2.11 0.47 5.00
C 3.31 0.05 6.66
H 4.40 -1.50 2.42
H 5.37 -1.28 3.76
H 4.79 0.17 2.92
H 4.37 0.06 6.92
H 2.72 -0.82 6.95
H 2.88 0.79 7.34
C 2.18 2.16 -5.52
C 1.46 1.05 -4.79
O 1.85 -0.10 -4.78
N 0.28 1.57 -3.90
H 0.40 1.19 -2.97
H 0.38 2.57 -3.77
C -1.12 1.36 -4.49
H 2.70 2.61 -4.68
H 1.52 2.90 -5.97
H 2.78 1.72 -6.32
H -1.93 1.62 -3.81
H -1.39 0.31 -4.63
H -1.03 1.83 -5.47
C -0.19 -4.42 3.94
C -0.68 -3.51 5.10
O -0.90 -3.86 6.26
N -1.03 -2.17 4.57
H -0.25 -1.54 4.58
H -1.22 -2.22 3.58
C -2.13 -1.59 5.40
H 0.65 -3.93 3.47
H -0.96 -4.52 3.18
H 0.10 -5.43 4.25
H -2.34 -0.57 5.10
H -1.82 -1.68 6.44
H -2.99 -2.25 5.24
C -3.26 -2.54 -3.83
C -3.63 -1.10 -3.36
O -3.81 -0.17 -4.09
N -3.64 -0.92 -1.84
H -4.37 -1.49 -1.43
H -2.72 -1.00 -1.42
C -3.93 0.43 -1.36
H -2.96 -2.40 -4.87
H -4.08 -3.26 -3.87
H -2.40 -2.97 -3.33
H -3.11 1.11 -1.58
H -4.10 0.21 -0.30
H -4.85 0.72 -1.87
C 3.12 2.29 0.24
C 2.01 3.21 0.66
O 2.12 3.68 1.70
N 0.74 3.55 -0.17
H 1.01 4.00 -1.03
H 0.21 2.69 -0.27
C -0.17 4.60 0.53
H 2.78 1.26 0.09
H 4.03 2.38 0.83
H 3.50 2.52 -0.75
H -1.04 4.87 -0.07
H 0.36 5.55 0.53
H -0.52 4.35 1.54
O 1.38 -2.70 -6.82
C 1.30 -3.04 -5.55
O 2.35 -3.31 -4.94
O 0.19 -3.13 -5.05
H 2.33 -2.57 -6.81
O 1.63 6.39 -3.83
C 1.55 5.26 -3.06
O 0.94 4.23 -3.42
O 2.16 5.32 -1.97
H 2.21 6.82 -3.20
O 0.08 -0.51 0.87
C -0.12 -0.20 -0.41
O -0.73 -1.05 -1.05
O 0.21 0.84 -0.97
H -0.55 -1.23 0.75
O -2.05 0.56 2.91
C -2.85 1.57 2.39
O -2.47 2.23 1.44
O -3.90 1.85 2.95
H -1.38 0.66 2.22
O -3.45 -2.19 0.57
C -2.86 -2.86 1.60
O -3.54 -3.52 2.28
O -1.62 -2.72 1.83
H -4.39 -2.28 0.74
O -1.05 2.12 5.01
C 0.06 1.58 5.37
O 1.03 2.19 5.82
O 0.09 0.34 5.23
H -1.45 1.35 4.60
O -1.89 4.34 -2.23
C -3.07 4.19 -2.87
O -4.01 3.65 -2.23
O -3.19 4.59 -4.01
H -1.21 4.58 -2.86

Output
- Calculated total energy: -91039.501 eV
- Highest occupied orbital energy: -4.1 eV
- Total charge: -1
- F_max: 6.65 eV/Å



(4)
Entry from the Open Molecules 2025 dataset: a 3-piece molecular cluster, C25H55NO10S overall in a non-equilibrium geometry (ωB97M-V/def2-TZVPD).

Positions of all 92 atoms, in Å:
C -5.47 11.14 8.29
O -4.68 12.15 7.55
C -4.78 11.86 6.09
C -3.28 11.61 5.48
C -2.65 10.11 5.86
C -1.03 10.22 5.46
C -0.42 8.76 4.94
C -0.88 8.53 3.38
C -0.33 7.15 2.68
C -0.01 5.92 3.72
C -0.28 4.42 3.12
C 0.10 4.22 1.54
O -0.63 2.99 1.08
S -0.16 2.55 -0.49
O 0.12 3.77 -1.40
O -1.59 1.83 -1.17
C -1.22 0.92 -2.26
C -2.53 0.46 -3.17
N -3.65 -0.08 -2.58
H -6.57 11.15 7.87
H -5.02 10.06 8.26
H -5.51 11.50 9.41
H -5.26 12.81 5.56
H -5.49 10.95 5.88
H -2.57 12.41 6.01
H -3.22 11.84 4.34
H -2.82 9.83 6.98
H -3.23 9.33 5.21
H -0.99 10.99 4.56
H -0.45 10.60 6.41
H 0.73 8.64 5.13
H -0.99 7.94 5.60
H -2.05 8.63 3.21
H -0.40 9.43 2.76
H -1.13 6.84 1.86
H 0.67 7.38 2.10
H 1.16 5.97 3.95
H -0.57 5.98 4.75
H 0.42 3.68 3.73
H -1.39 4.13 3.40
H 1.24 4.00 1.32
H -0.26 5.08 0.82
H -0.70 -0.06 -1.86
H -0.46 1.49 -2.98
H -2.58 0.59 -4.35
H -4.36 -0.30 -3.31
C -3.11 -3.99 -2.87
O -2.18 -3.83 -3.93
C -1.52 -2.57 -3.93
C 0.00 -2.74 -4.09
O 0.68 -3.34 -2.98
C 0.40 -4.72 -2.72
C 0.82 -5.71 -3.81
O -0.01 -5.59 -4.96
C 0.70 -5.60 -6.19
H -4.08 -3.56 -3.16
H -3.24 -5.06 -2.69
H -2.76 -3.54 -1.94
H -1.73 -2.01 -3.02
H -1.91 -2.00 -4.78
H 0.43 -1.73 -4.18
H 0.25 -3.25 -5.02
H -0.65 -4.85 -2.45
H 0.97 -4.96 -1.81
H 0.71 -6.73 -3.44
H 1.88 -5.54 -4.06
H 1.65 -5.06 -6.12
H 0.08 -5.11 -6.94
H 0.88 -6.63 -6.49
C 6.91 -9.60 -1.42
O 5.54 -9.86 -1.22
C 4.82 -8.78 -0.63
C 3.52 -8.48 -1.39
O 3.69 -7.94 -2.71
C 4.26 -8.79 -3.71
C 3.43 -10.03 -4.07
O 3.44 -10.98 -3.01
C 2.16 -11.55 -2.75
H 7.47 -9.82 -0.51
H 7.27 -10.25 -2.23
H 7.09 -8.56 -1.73
H 5.43 -7.88 -0.58
H 4.57 -9.09 0.39
H 2.98 -7.72 -0.83
H 2.86 -9.35 -1.42
H 5.28 -9.06 -3.43
H 4.35 -8.17 -4.60
H 3.88 -10.52 -4.95
H 2.41 -9.71 -4.33
H 1.36 -10.81 -2.84
H 2.16 -11.92 -1.72
H 1.99 -12.38 -3.43

Output
- Calculated total energy: -59604.111 eV
- Highest occupied orbital energy: -9.0 eV
- Total charge: 0
- F_max: 5.65 eV/Å



> Among the records above, which one has the highest F_max?

C25H55N6O27